DFT (ωB97M-V/def2-TZVPD) results for C4H6O2S2 in the gas phase.

Cartesian coordinates (Å):
C (2.95315, -0.87707, 0.21770)
C (1.58703, -0.33215, -0.12595)
S (0.97037, -0.32216, -1.63121)
S (0.77665, 0.23923, 1.31366)
C (-0.81843, 0.79242, 0.70860)
O (-1.65725, -0.33996, 0.49321)
C (-2.77684, -0.06931, -0.18991)
O (-3.12454, 1.02465, -0.54924)
H (3.53754, -1.08330, -0.68869)
H (3.53509, -0.14287, 0.83437)
H (2.83514, -1.79509, 0.82487)
H (-0.68168, 1.35103, -0.24774)
H (-1.25912, 1.46626, 1.48057)
H (-3.33451, -1.02996, -0.33698)

Atoms 1-3, force components in eV/Å:
C 0.55 0.32 0.44
C -0.01 -0.05 -0.31
S 0.15 0.02 0.31

Calculated values
- M (u) = 150.22
- E_LUMO (eV) = -0.2597
- HOMO level (eV) = -8.908
- energy above the lowest of the compared OMol25 structures with the same formula, charge and spin (kcal per mole) = 26.4
- SMILES string = CC(=S)SCOC=O
- total energy (a.u.) = -1102.8559
- net charge = 0



DFT (ωB97M-V/def2-TZVPD) results for 2 unconnected molecules or ions with the total composition C3H3Cl2NO2S at a distorted geometry.

Cartesian coordinates (Å):
C (-0.15895, -2.47893, -0.07069)
C (1.35444, 0.39839, 0.01307)
C (-1.39019, -0.00176, 0.44416)
N (0.48477, -3.40764, -0.30671)
O (-0.26978, 2.42984, 0.23358)
O (-0.37848, 0.97425, -1.81860)
S (-0.16170, 1.14741, -0.41086)
Cl (-1.52599, 0.20909, 2.17282)
Cl (-2.85575, -0.02773, -0.42596)
H (2.06821, 0.31098, -0.93966)
H (1.71659, 1.11137, 0.73984)
H (1.11682, -0.66528, 0.36902)

Atoms 1-3, force components in eV/Å:
C -1.13 2.06 0.46
C 1.26 -1.45 -1.27
C -1.09 0.12 0.60

Calculated values
- M (u) = 188.04
- E_LUMO (alpha / beta) (eV) = -3.7539 / -3.8685
- HOMO level (alpha / beta) (eV) = -10.605 / -10.366
- energy above the lowest of the compared OMol25 structures with the same formula, charge and spin (kcal per mole) = 106.7
- total energy (a.u.) = -1639.7006
- net charge = 0